No. 1
Here is C29H42ClN3O2ScSi as an isolated structure at a distorted geometry from OMol25. Energies are from ωB97M-V/def2-TZVPD.

Calculated values
Net charge   -1
E_tot   -80417.6316 eV
LUMO (spin up / spin down)   2.500 / 2.564 eV

CARTESIAN COORDINATES (ANGSTROEM)
Sc  -0.368  1.043  -0.277
Cl  1.378  0.250  1.139
N  1.020  1.111  -1.776
N  -1.742  0.856  1.230
C  1.973  1.957  -1.892
C  -2.082  1.740  2.091
C  1.223  0.023  -2.775
C  2.688  0.267  -3.162
C  0.282  0.255  -3.947
C  1.001  -1.334  -2.141
H  0.136  1.320  -4.122
H  -0.691  -0.181  -3.740
H  0.695  -0.191  -4.851
H  1.804  -1.584  -1.453
H  0.931  -2.102  -2.912
H  0.066  -1.336  -1.584
C  -2.483  -0.406  1.526
C  -3.562  0.113  2.487
C  -1.539  -1.378  2.219
C  -3.073  -1.013  0.272
H  -3.644  -0.283  -0.292
H  -3.714  -1.855  0.536
H  -2.284  -1.381  -0.380
H  -1.096  -0.932  3.107
H  -0.724  -1.659  1.559
H  -2.085  -2.274  2.511
O  -3.060  1.395  2.953
H  -3.716  -0.524  3.353
H  -4.512  0.295  1.986
O  2.943  1.648  -2.775
H  2.878  0.177  -4.227
H  3.378  -0.364  -2.602
C  2.119  3.229  -1.135
C  -1.479  3.090  2.278
C  -0.987  3.679  0.989
H  -0.648  2.972  2.976
H  -2.213  3.723  2.768
C  0.304  3.350  0.563
C  0.788  3.756  -0.685
H  0.977  2.858  1.251
C  -0.027  4.518  -1.519
C  -1.295  4.861  -1.062
C  0.402  4.894  -2.903
C  -1.809  4.438  0.159
H  -1.939  5.432  -1.719
C  -3.236  4.719  0.510
H  -3.686  5.401  -0.206
H  -3.344  5.161  1.501
H  -3.821  3.799  0.496
H  1.394  5.346  -2.922
H  -0.292  5.601  -3.348
H  0.433  4.017  -3.550
H  2.661  3.936  -1.760
H  2.754  3.016  -0.273
C  2.610  -1.124  3.287
Si  1.997  -2.299  1.920
C  3.678  -2.813  1.208
C  1.118  -3.532  3.069
N  0.817  -1.612  0.403
C  0.303  -3.038  -0.126
C  -0.835  -3.302  -1.018
C  -1.258  -4.560  -1.463
C  -0.595  -5.700  -1.097
C  0.521  -5.579  -0.313
C  0.956  -4.327  0.133
H  3.211  -1.707  4.016
H  1.749  -0.672  3.821
H  3.273  -0.331  2.881
H  4.313  -3.207  2.027
H  3.657  -3.554  0.388
H  4.160  -1.904  0.792
H  0.282  -3.011  3.576
H  0.704  -4.443  2.605
H  1.838  -3.856  3.848
H  -1.447  -2.601  -1.511
H  -2.114  -4.643  -2.124
H  -0.926  -6.670  -1.446
H  1.070  -6.474  -0.043
H  1.839  -4.491  0.695

In the Löwdin picture, each atom carries the following charge in e:
1. Sc 0.617
2. Cl 0.336
3. N 0.003
4. N 0.028
5. C -0.358
6. C -0.328
7. C -0.503
8. C -0.056
9. C -0.034
10. C -0.083
11. H 0.075
12. H 0.070
13. H 0.080
14. H 0.074
15. H 0.107
16. H 0.016
17. C -0.508
18. C -0.066
19. C -0.051
20. C -0.047
21. H 0.070
22. H 0.095
23. H 0.029
24. H 0.092
25. H 0.010
26. H 0.096
27. O 0.025
28. H 0.128
29. H 0.125
30. O 0.023
31. H 0.123
32. H 0.131
33. C -0.053
34. C -0.044
35. C -0.236
36. H 0.139
37. H 0.119
38. C -0.132
39. C -0.234
40. H 0.061
41. C -0.247
42. C -0.024
43. C -0.043
44. C -0.246
45. H 0.094
46. C -0.046
47. H 0.071
48. H 0.077
49. H 0.082
50. H 0.077
51. H 0.071
52. H 0.077
53. H 0.121
54. H 0.130
55. C -0.307
56. Si 0.438
57. C -0.202
58. C -0.193
59. N -0.486
60. C -0.254
61. C -0.099
62. C -0.130
63. C -0.167
64. C -0.130
65. C -0.125
66. H 0.021
67. H 0.015
68. H 0.000
69. H 0.027
70. H 0.016
71. H 0.029
72. H 0.020
73. H 0.018
74. H 0.028
75. H 0.054
76. H 0.091
77. H 0.082
78. H 0.092
79. H 0.032

No. 2
Here is a 7-piece molecular cluster, C11H36IN16O7P2 overall at a distorted geometry from OMol25. Energies are from ωB97M-V/def2-TZVPD.

Calculated values
Net charge   +1
E_tot   -76842.4298 eV
Energy relative to the best compared isomer or geometry (same formula, charge and spin)   7.8 kcal/mol
LUMO   -4.530 eV

CARTESIAN COORDINATES (ANGSTROEM)
C  -4.363  -5.257  -0.808
C  -2.834  -5.378  -0.640
P  -1.904  -3.875  -0.142
C  -1.388  -3.818  1.615
C  -1.424  -5.215  2.256
N  -2.832  -2.409  -0.586
C  -2.546  -1.711  -1.689
N  -3.382  -0.681  -1.788
N  -4.185  -0.713  -0.765
N  -3.870  -1.743  -0.027
P  -4.815  -2.004  1.493
O  -4.476  -3.547  1.820
I  -3.485  -0.664  3.060
H  -4.884  -5.471  0.117
H  -4.693  -5.994  -1.531
H  -4.622  -4.275  -1.190
H  -2.569  -6.218  -0.009
H  -2.440  -5.624  -1.621
H  -1.983  -3.169  2.252
H  -0.360  -3.479  1.648
H  -1.330  -5.123  3.333
H  -2.360  -5.729  2.073
H  -0.582  -5.816  1.932
H  -1.752  -1.948  -2.373
H  -5.020  -3.779  2.588
C  -2.150  0.816  -5.325
O  -3.217  0.423  -5.774
N  -1.188  1.407  -6.073
N  -1.839  0.684  -3.990
H  -0.313  1.724  -5.687
H  -1.373  1.529  -7.049
H  -2.534  0.253  -3.407
H  -0.972  0.999  -3.595
C  1.971  3.766  -5.207
O  1.207  2.858  -4.896
N  1.540  4.912  -5.788
N  3.318  3.678  -4.985
H  2.154  5.660  -6.047
H  0.552  5.009  -5.967
H  3.661  2.839  -4.559
H  3.966  4.402  -5.228
C  -2.321  6.133  -6.979
O  -1.307  5.536  -6.650
N  -3.084  5.740  -8.039
N  -2.767  7.236  -6.310
H  -3.919  6.212  -8.327
H  -2.781  4.931  -8.547
H  -2.227  7.547  -5.525
H  -3.595  7.740  -6.562
C  1.046  -0.182  5.680
O  2.148  0.069  6.144
N  0.857  -0.992  4.604
N  -0.102  0.348  6.209
H  -0.044  -1.188  4.215
H  1.671  -1.369  4.153
H  -0.016  0.949  7.006
H  -1.005  0.160  5.825
C  3.890  0.172  2.790
O  2.760  -0.178  2.453
N  4.806  0.616  1.875
N  4.319  0.143  4.074
H  5.733  0.906  2.120
H  4.520  0.650  0.915
H  3.668  -0.174  4.780
H  5.245  0.416  4.357
C  6.564  0.273  7.291
O  6.767  0.542  6.117
N  7.121  -0.818  7.895
N  5.766  1.041  8.087
H  6.970  -1.059  8.855
H  7.713  -1.400  7.333
H  5.339  1.846  7.669
H  5.584  0.838  9.051

In the Löwdin picture, each atom carries the following charge in e:
1. C -0.136
2. C -0.379
3. P 1.067
4. C -0.413
5. C -0.141
6. N -0.183
7. C -0.096
8. N 0.087
9. N 0.078
10. N -0.314
11. P 0.574
12. O -0.385
13. I 0.464
14. H 0.057
15. H 0.079
16. H 0.051
17. H 0.074
18. H 0.069
19. H -0.010
20. H 0.074
21. H 0.081
22. H 0.056
23. H 0.082
24. H 0.139
25. H 0.078
26. C -0.687
27. O 0.004
28. N 0.171
29. N 0.141
30. H 0.052
31. H 0.105
32. H 0.024
33. H 0.092
34. C -0.664
35. O -0.009
36. N 0.173
37. N 0.150
38. H 0.099
39. H 0.059
40. H 0.099
41. H 0.093
42. C -0.664
43. O 0.012
44. N 0.158
45. N 0.155
46. H 0.096
47. H 0.105
48. H 0.104
49. H 0.095
50. C -0.660
51. O 0.018
52. N 0.163
53. N 0.151
54. H 0.066
55. H 0.083
56. H 0.104
57. H 0.071
58. C -0.675
59. O -0.022
60. N 0.147
61. N 0.179
62. H 0.095
63. H 0.095
64. H 0.062
65. H 0.073
66. C -0.674
67. O 0.007
68. N 0.152
69. N 0.158
70. H 0.093
71. H 0.103
72. H 0.106
73. H 0.094

No. 3
Here is a 2-piece molecular cluster, C5H11NO overall at a distorted geometry from OMol25. Energies are from ωB97M-V/def2-TZVPD.

Calculated values
E_tot   -8897.3377 eV
Energy relative to the best compared isomer or geometry (same formula, charge and spin)   100.5 kcal/mol
Structure (SMILES)   C=CC/C=C\N.O
LUMO   0.651 eV

CARTESIAN COORDINATES (ANGSTROEM)
C  0.174  -1.459  0.015
C  1.379  -0.949  -0.339
N  2.255  -0.066  0.286
C  -1.044  -0.685  0.425
C  -2.129  -0.838  -0.656
C  -1.880  -0.442  -1.915
H  0.146  -2.542  0.098
H  1.884  -1.590  -1.053
H  1.916  0.713  0.835
H  3.026  -0.429  0.819
H  -0.801  0.374  0.549
H  -1.469  -1.104  1.337
H  -2.909  -1.569  -0.466
H  -2.275  -1.157  -2.624
H  -1.207  0.384  -1.979
H  0.184  2.822  2.070
H  1.555  3.626  1.850
O  0.732  3.315  1.458

In the Löwdin picture, each atom carries the following charge in e:
1. C -0.137
2. C -0.201
3. N 0.017
4. C -0.222
5. C -0.180
6. C -0.004
7. H 0.102
8. H 0.092
9. H 0.057
10. H 0.076
11. H 0.102
12. H 0.094
13. H 0.084
14. H 0.059
15. H 0.056
16. H 0.027
17. H 0.037
18. O -0.059